No. 1
# C44H54N8O5S

A 7-piece molecular cluster, C44H54N8O5S overall at a distorted geometry (wB97M-V/def2-TZVPD, the OMol25 dataset).

Geometry as XYZ:
```
112
Properties=species:S:1:pos:R:3:forces:R:3:lowdin_charge:R:1
C 0.067164 2.923581 -2.265603 0.0 -0.3 0.5 -0.12
C -0.297230 1.885989 -1.216160 -0.5 0.1 -0.4 -0.22
C -0.435990 0.493953 -1.825146 0.4 0.4 -0.3 -0.19
O 0.295008 -0.492064 -1.114870 -0.5 0.2 0.6 -0.14
C -0.408712 -1.669743 -0.825638 0.4 -0.2 -0.3 -0.15
C 0.005228 -2.253016 0.519440 0.2 0.0 0.1 -0.37
C -0.549239 -3.601726 0.515620 -1.2 -3.3 0.0 -0.18
N -0.977905 -4.691315 0.514963 0.9 2.6 -0.1 0.22
C -0.618063 -1.546875 1.722608 0.0 0.7 -0.2 -0.10
C -0.212303 -0.089385 1.899623 0.3 -0.1 0.7 -0.17
C 1.028414 0.111022 2.801326 -1.6 1.0 -0.5 -0.19
S 0.587966 0.355595 4.513501 1.8 -0.9 0.6 0.58
O 1.727783 0.928601 5.154748 0.1 0.6 -0.1 -0.28
O 0.141045 -0.895798 5.015282 -1.0 -0.2 0.1 -0.26
O -0.611023 1.399037 4.614231 -0.1 -0.5 -0.5 -0.13
C 1.543648 -2.408510 0.625819 -0.3 -0.7 0.1 -0.22
C 1.811883 -3.196661 1.820547 0.9 -1.8 3.1 -0.20
N 2.061701 -3.833476 2.774796 -0.7 1.7 -2.5 0.21
C 2.180439 -3.136933 -0.557079 0.4 0.6 -0.4 -0.08
C 2.660269 -2.207430 -1.694473 0.2 -0.8 -0.2 -0.39
C 2.019541 -2.552731 -3.047502 -0.1 0.3 0.6 -0.02
O 4.079741 -2.277877 -1.805768 0.0 0.3 0.2 -0.04
H -0.780981 3.177026 -2.874351 -0.3 0.0 -0.4 0.06
H 0.379146 3.831637 -1.778315 0.3 0.5 0.0 0.07
H 0.841042 2.549802 -2.915780 0.4 0.1 -0.2 0.07
H -1.266142 2.172292 -0.828831 -0.3 0.1 0.5 0.10
H 0.394885 1.904650 -0.389431 0.4 -0.2 0.2 0.09
H -0.042616 0.532170 -2.834380 0.1 -0.1 -0.4 0.12
H -1.486845 0.249715 -1.918705 -0.3 -0.4 0.1 0.12
H -0.174656 -2.409238 -1.584634 -0.1 -0.3 -0.3 0.12
H -1.486621 -1.550280 -0.821145 -0.3 0.3 0.0 0.14
H -1.690737 -1.592708 1.597091 -0.4 -0.1 0.0 0.13
H -0.391390 -2.061876 2.643273 0.1 -0.4 0.3 0.12
H -0.052448 0.433443 0.973481 0.1 -0.1 -0.4 0.08
H -1.044366 0.406000 2.379201 -0.4 0.2 0.1 0.11
H 1.539724 1.010224 2.496018 0.5 0.2 0.0 0.11
H 1.676510 -0.742995 2.774223 0.5 -0.3 0.4 0.09
H -0.559528 2.016530 3.877328 0.0 0.5 0.0 0.09
H 2.026500 -1.456800 0.787947 0.0 0.5 -0.3 0.15
H 3.061469 -3.631895 -0.183177 0.4 -0.2 0.1 0.12
H 1.545013 -3.914577 -0.953066 -0.4 -0.2 0.1 0.12
H 2.452324 -1.187565 -1.424321 0.0 0.4 0.0 0.12
H 1.359849 -1.749043 -3.334622 -0.2 0.2 -0.4 0.07
H 2.793036 -2.675738 -3.784056 0.3 0.1 -0.4 0.08
H 1.442575 -3.466521 -3.016383 -0.2 -0.3 0.0 0.08
H 4.290408 -3.154915 -2.125472 0.2 -0.3 -0.1 0.09
N 1.148760 5.053115 9.025117 0.0 0.0 0.0 0.05
C 1.587311 4.581074 7.860249 0.0 0.1 0.0 -0.16
C 1.320234 3.303170 7.390739 0.0 0.1 0.1 -0.07
C 0.551681 2.468108 8.184619 0.0 -0.1 0.0 -0.07
C 0.086692 2.939506 9.400872 0.0 0.0 0.0 -0.07
C 0.411957 4.235230 9.771761 0.0 0.1 0.1 -0.16
H 2.185968 5.270714 7.274764 0.0 0.0 0.0 0.10
H 1.699128 2.961698 6.438794 0.0 0.0 0.0 0.08
H 0.320903 1.462030 7.857192 0.0 0.0 0.0 0.10
H -0.514646 2.317697 10.049823 0.0 0.0 0.0 0.10
H 0.067040 4.645350 10.714690 0.0 0.0 0.0 0.10
N 0.226203 4.189479 -5.199106 0.0 0.1 -0.2 0.06
C -0.475739 3.777042 -6.252823 0.0 -0.1 0.1 -0.16
C -0.520285 4.452253 -7.462431 -0.1 0.1 -0.1 -0.09
C 0.200449 5.628498 -7.583657 0.0 0.1 0.0 -0.08
C 0.934673 6.076368 -6.497399 0.0 0.0 0.0 -0.07
C 0.914954 5.320802 -5.334583 0.0 0.0 0.1 -0.15
H -1.027879 2.852928 -6.115094 0.0 0.0 -0.1 0.11
H -1.105452 4.065409 -8.287616 0.0 0.0 0.0 0.09
H 0.191774 6.186163 -8.511275 0.0 0.0 0.0 0.11
H 1.511638 6.989313 -6.548840 0.0 0.0 0.0 0.10
H 1.478968 5.632344 -4.461798 0.0 0.1 0.0 0.10
N 1.615762 0.675460 -9.389907 0.0 0.0 0.0 0.06
C 2.880998 0.453888 -9.737268 0.0 -0.1 0.0 -0.16
C 3.927155 1.306481 -9.419634 0.0 0.0 0.0 -0.08
C 3.642261 2.456545 -8.702713 0.0 0.0 0.0 -0.08
C 2.330846 2.705866 -8.332981 0.0 -0.1 0.0 -0.06
C 1.359430 1.785218 -8.699802 -0.1 -0.1 0.0 -0.15
H 3.059114 -0.456297 -10.299312 0.1 0.0 0.0 0.10
H 4.937246 1.073400 -9.726868 0.0 0.0 0.0 0.10
H 4.430646 3.148540 -8.435498 0.0 0.0 0.0 0.11
H 2.066692 3.591741 -7.774020 0.0 0.0 0.0 0.08
H 0.320290 1.935330 -8.430870 0.0 0.1 0.0 0.09
N -1.906569 -4.358087 6.401052 0.0 0.0 0.1 0.06
C -2.944200 -4.435355 7.232539 -0.1 0.0 -0.1 -0.19
C -3.237678 -3.476442 8.188623 0.0 0.0 0.0 -0.09
C -2.402456 -2.375475 8.290944 0.0 0.0 0.0 -0.07
C -1.317592 -2.278829 7.436747 0.0 0.0 0.1 -0.07
C -1.114751 -3.292466 6.510567 0.0 -0.1 -0.1 -0.15
H -3.566645 -5.317304 7.120538 0.0 0.0 0.0 0.11
H -4.095601 -3.590969 8.837222 0.0 0.0 0.0 0.10
H -2.595052 -1.605071 9.026888 0.0 0.0 0.0 0.10
H -0.640670 -1.438895 7.480627 0.0 0.0 -0.1 0.09
H -0.280354 -3.256551 5.822405 0.0 0.1 0.0 0.09
N -2.626192 2.650893 -10.351330 0.0 0.1 0.0 0.05
C -3.889339 3.070690 -10.382822 0.0 0.0 0.1 -0.16
C -4.493423 3.609838 -11.507870 0.0 0.0 0.0 -0.07
C -3.742469 3.722992 -12.665967 0.0 0.0 -0.1 -0.08
C -2.426377 3.292630 -12.651657 0.0 0.0 0.0 -0.07
C -1.919330 2.765290 -11.473910 0.1 -0.1 0.1 -0.15
H -4.440413 2.966221 -9.454695 -0.1 0.0 0.0 0.10
H -5.524834 3.931942 -11.475252 0.0 0.0 0.0 0.10
H -4.176535 4.139246 -13.565757 0.0 0.0 0.0 0.11
H -1.804759 3.361860 -13.533300 0.0 0.0 0.0 0.10
H -0.895281 2.411301 -11.419352 0.0 0.0 0.0 0.10
N -2.506232 -6.843914 11.616329 0.0 0.0 0.0 0.05
C -2.413031 -6.233913 10.436552 -0.1 0.0 0.0 -0.15
C -1.263889 -6.221652 9.661047 0.1 0.0 0.1 -0.06
C -0.144643 -6.880623 10.141728 0.1 0.0 0.0 -0.08
C -0.221126 -7.519827 11.368136 0.0 0.0 0.0 -0.08
C -1.421053 -7.471958 12.061079 0.0 0.0 0.1 -0.16
H -3.311576 -5.729633 10.100476 0.0 0.0 -0.1 0.09
H -1.245628 -5.712260 8.709381 0.0 0.0 0.0 0.08
H 0.773153 -6.895392 9.568257 0.0 0.0 0.0 0.11
H 0.629496 -8.045047 11.780143 0.0 0.0 0.0 0.10
H -1.525233 -7.961282 13.023343 0.1 0.0 0.0 0.10
```
Forces are in eV/Å.

Calculated values
Calculated total energy (Eh): -2921.35499
Net charge: 0
SMILES: CCCOC[C@](C#N)(CCCS(=O)(=O)O)[C@@H](C#N)C[C@H](C)O.c1ccncc1.c1ccncc1.c1ccncc1.c1ccncc1.c1ccncc1.c1ccncc1
Gap between HOMO and LUMO (eV): 9.20


No. 2
# C44H55N13O2Rb

C44H55N13O2Rb as an isolated structure at a distorted geometry (wB97M-V/def2-TZVPD, the OMol25 dataset).

Geometry as XYZ:
```
115
Properties=species:S:1:pos:R:3:forces:R:3:lowdin_charge:R:1
Rb -0.068655 0.294862 -0.064477 0.0 0.0 0.0 0.67
C 3.825136 -2.366447 0.424124 -0.1 0.0 0.2 -0.20
C 3.668100 -0.895562 0.845738 0.0 0.0 -0.2 -0.17
C 3.639523 0.112371 -0.317600 0.1 0.1 0.0 -0.25
N 2.722761 1.182111 0.004592 0.0 0.0 0.0 -0.01
C 3.108890 2.252974 0.601305 0.0 -0.1 -0.2 -0.28
C 4.465152 2.584578 0.952997 0.3 0.0 0.1 -0.05
C 5.041119 3.816673 1.156017 -0.2 -0.1 -0.1 -0.14
C 4.486356 5.099334 1.076306 0.1 0.3 -0.1 -0.17
C 3.127885 5.401559 0.970143 0.2 -0.2 0.1 -0.16
C 2.040901 4.557648 1.033343 -0.1 0.1 -0.1 -0.08
C 1.993113 3.121360 1.124128 -0.2 -0.1 0.2 -0.27
N 1.017693 2.429508 1.616164 0.0 -0.1 -0.1 -0.01
C 0.020992 3.026151 2.465553 0.1 0.1 0.2 -0.26
C -0.044822 2.239132 3.789428 -0.1 -0.1 -0.1 -0.17
C -1.030469 1.063374 3.813093 0.0 0.0 0.1 -0.26
N -0.634419 -0.090852 3.038667 0.1 0.0 -0.3 -0.02
C 0.024587 -1.046097 3.619767 -0.2 0.1 0.0 -0.26
C 0.562108 -1.009368 4.943905 0.2 0.1 0.2 -0.06
C 0.819090 -2.045696 5.827181 -0.1 0.0 -0.2 -0.14
C 0.521182 -3.397311 5.722297 0.0 -0.1 0.2 -0.17
C 0.032411 -4.033889 4.571702 0.2 0.2 0.0 -0.14
C -0.031875 -3.552969 3.290633 -0.2 -0.2 0.0 -0.06
C 0.322394 -2.251327 2.774780 0.3 0.0 -0.2 -0.27
N 0.815927 -2.004018 1.608400 -0.2 0.0 0.0 -0.01
C 1.381788 -3.080593 0.815982 0.0 -0.1 0.2 -0.24
C 2.870583 -3.307304 1.171035 0.0 0.1 -0.1 -0.18
H 4.854350 -2.705927 0.578799 0.0 0.0 -0.1 0.10
H 3.618641 -2.465148 -0.648157 0.1 0.0 0.0 0.10
H 4.453057 -0.617293 1.553474 -0.1 0.0 0.1 0.11
H 2.713364 -0.786285 1.358597 0.0 0.0 0.1 0.09
H 3.232360 -0.398214 -1.197998 0.1 0.0 0.0 0.08
H 4.653652 0.451544 -0.582698 0.0 0.0 0.0 0.11
H 5.135681 1.735914 1.040026 0.0 0.0 0.0 0.08
H 6.108161 3.796235 1.365551 0.0 -0.1 0.0 0.09
H 5.175187 5.934747 1.142615 0.0 0.0 0.0 0.07
H 2.893477 6.460107 0.882074 0.0 0.0 0.0 0.09
H 1.067485 5.039153 1.005018 0.0 0.0 0.1 0.07
H -0.966702 2.992090 1.977536 0.0 0.0 0.1 0.09
H 0.236440 4.079060 2.707790 0.0 0.0 -0.1 0.10
H -0.318701 2.923005 4.600407 0.0 0.0 0.0 0.10
H 0.959276 1.861199 3.991290 0.0 0.1 0.1 0.11
H -1.984250 1.424546 3.397543 0.0 0.0 0.0 0.10
H -1.214271 0.791633 4.865836 0.0 0.0 0.0 0.10
H 0.809497 -0.018743 5.309982 0.0 0.0 0.0 0.08
H 1.253710 -1.737570 6.774756 0.0 0.0 0.0 0.09
H 0.663937 -4.010506 6.605383 0.0 0.0 0.0 0.07
H -0.268031 -5.070714 4.701780 0.0 0.0 0.0 0.09
H -0.390163 -4.245065 2.535219 0.0 0.0 0.0 0.09
H 1.318735 -2.789377 -0.239532 0.0 -0.1 0.0 0.10
H 0.846263 -4.031524 0.929507 0.0 0.0 -0.1 0.09
H 3.137839 -4.344066 0.941806 0.0 0.0 0.0 0.10
H 2.986106 -3.173246 2.249942 0.0 -0.1 0.0 0.12
N -2.374952 -3.959592 -1.986768 0.0 0.1 0.1 0.12
C -1.789703 -2.841829 -1.475049 0.1 0.0 0.0 -0.14
N -1.035722 -2.043595 -2.136577 0.1 0.2 0.0 0.12
C -0.795705 -2.293958 -3.487754 0.2 0.5 0.3 -0.29
N -0.070536 -1.508980 -4.193218 0.1 -1.1 -0.8 0.06
N 0.336231 -0.340840 -3.706820 -0.2 1.1 0.7 0.03
C 1.566468 -0.046422 -3.623438 0.0 -0.6 -0.2 -0.11
C 2.024218 1.282495 -3.198799 0.1 0.4 0.2 -0.30
C 3.378163 1.600331 -3.292757 -0.1 -0.1 -0.1 -0.04
C 3.816032 2.828156 -2.830581 0.0 0.1 0.1 -0.06
C 2.892533 3.706714 -2.291914 0.1 -0.1 -0.1 -0.05
C 1.560599 3.312992 -2.268547 0.0 0.1 -0.1 -0.14
N 1.125783 2.142425 -2.711103 -0.1 0.0 0.1 0.12
C -1.383286 -3.488790 -4.106845 -0.1 -0.3 0.1 -0.08
C -1.165174 -3.836150 -5.437226 -0.1 -0.1 0.0 -0.02
C -1.736789 -4.976826 -5.971166 0.1 0.1 -0.1 -0.09
C -2.539363 -5.788332 -5.178160 -0.1 0.0 0.1 -0.09
C -2.760249 -5.466537 -3.851043 -0.1 -0.1 0.0 -0.03
C -2.182732 -4.322263 -3.310087 0.2 0.2 -0.2 -0.18
H -2.930434 -4.526616 -1.369201 0.0 0.0 0.0 0.15
H -2.001965 -2.649021 -0.425749 0.0 -0.1 -0.1 0.10
H 2.344322 -0.779213 -3.863381 0.0 0.0 -0.1 0.12
H 4.074478 0.879355 -3.703732 0.0 0.0 0.0 0.11
H 4.866744 3.087425 -2.861594 0.0 0.0 0.0 0.11
H 3.199041 4.649421 -1.860097 0.0 0.0 0.0 0.10
H 0.806637 3.984272 -1.868645 0.0 0.0 0.1 0.09
H -0.536312 -3.189441 -6.033468 0.0 0.0 0.0 0.11
H -1.552154 -5.238079 -7.005206 0.0 0.0 0.0 0.10
H -2.998850 -6.674740 -5.596013 0.0 0.0 0.0 0.10
H -3.377010 -6.102855 -3.226815 0.0 0.0 0.0 0.11
C -5.197874 -2.094261 3.945322 0.1 0.1 -0.1 -0.11
N -4.790183 -2.674154 2.681159 0.1 0.1 0.0 0.00
C -3.629580 -2.308662 2.013080 -0.2 -0.1 0.0 -0.60
N -3.118743 -1.099296 2.334377 0.3 0.0 0.0 0.20
O -3.173806 -3.048950 1.140076 -0.1 0.0 0.1 -0.01
H -6.019418 -2.680194 4.351740 0.0 0.0 0.0 0.08
H -5.564466 -1.073213 3.806471 0.0 0.0 0.0 0.07
H -4.385759 -2.076716 4.679882 0.0 0.0 0.0 0.09
H -5.025110 -3.639389 2.535454 0.1 -0.1 -0.1 0.12
H -3.482403 -0.635772 3.150577 0.0 0.0 0.0 0.08
H -2.101326 -0.902832 2.214840 -0.4 0.0 0.0 0.07
C -5.291843 0.922102 0.449972 0.1 0.1 0.0 -0.04
N -4.710803 2.246753 0.502305 0.1 -0.1 0.0 -0.09
C -5.579742 3.319971 0.931086 0.1 0.1 0.0 -0.17
C -4.751297 4.467180 1.479017 0.0 -0.1 -0.2 -0.15
C -3.773949 4.893316 0.400376 -0.1 0.0 0.1 -0.17
N -3.013112 3.753910 -0.067041 0.1 0.1 0.0 -0.08
C -1.691641 4.031884 -0.602494 0.0 0.0 0.0 -0.03
C -3.446975 2.455468 -0.003916 0.2 0.1 0.1 -0.48
O -2.726733 1.534205 -0.374940 -0.2 -0.2 0.0 -0.05
H -5.655053 0.631457 1.438786 0.0 0.0 0.0 0.08
H -4.531386 0.215929 0.140256 0.0 -0.1 0.0 0.08
H -6.130631 0.893925 -0.254507 0.0 0.0 0.0 0.09
H -6.248342 2.928099 1.701077 0.0 0.0 0.0 0.12
H -6.206808 3.676557 0.100947 0.0 0.0 0.0 0.13
H -4.196890 4.122714 2.354729 0.0 0.0 0.0 0.12
H -5.389376 5.301735 1.770723 0.0 0.0 0.0 0.11
H -3.071741 5.631791 0.793675 0.0 0.0 0.0 0.12
H -4.315911 5.363460 -0.431761 0.0 0.0 0.0 0.12
H -1.009553 4.343284 0.194829 0.0 0.0 -0.1 0.07
H -1.756718 4.827744 -1.348988 0.0 0.0 0.0 0.10
H -1.300527 3.136341 -1.075940 0.0 0.0 0.0 0.07
```
Forces are in eV/Å.

Calculated values
Calculated total energy (Eh): -2596.09223
Net charge: -1
ΔE to the lowest compared entry with this formula, charge and spin (kJ/mol): 38.4
Gap between HOMO and LUMO (eV): 5.15